[1]
Formula: C40H40BrF12N4O34S
Source: OMol25
Level of theory: ωB97M-V/def2-TZVPD

As for the HOMO-LUMO gap: 0.28761 Eh. The spin multiplicity is 1. For the total energy, the calculation gives -231181.1619 eV. The charge is +1.

Cartesian coordinates (Å):
C  -0.735  0.263  1.946
C  -0.352  1.554  2.638
O  0.172  1.566  3.727
N  -0.676  2.835  1.994
C  0.157  3.126  0.798
C  -2.056  2.928  1.784
C  -2.837  3.492  2.737
N  -4.094  3.388  2.186
F  -5.186  3.841  2.801
C  -4.082  2.829  1.014
Br  -5.599  2.564  -0.032
N  -2.834  2.504  0.717
N  -2.340  1.906  -0.456
C  -2.835  0.775  -0.679
S  -3.422  -0.429  -1.396
H  -1.827  0.193  2.021
H  -0.339  -0.602  2.469
H  -0.459  0.224  0.893
H  -0.416  3.357  -0.093
H  0.736  4.023  1.013
H  0.891  2.341  0.620
H  -2.510  3.886  3.677
C  0.085  7.685  5.085
C  -1.323  7.257  5.417
O  -1.801  6.786  4.162
C  -0.708  6.332  3.473
O  -0.772  5.639  2.513
O  0.435  6.768  4.038
F  -2.090  8.299  5.814
H  0.125  8.706  4.703
H  0.764  7.595  5.928
H  -1.391  6.457  6.156
C  5.013  4.871  -1.101
C  4.558  3.466  -0.802
O  3.178  3.633  -0.535
C  2.773  4.724  -1.260
O  1.644  4.993  -1.485
O  3.837  5.440  -1.688
F  5.163  2.966  0.309
H  5.271  5.421  -0.195
H  5.852  4.909  -1.790
H  4.684  2.763  -1.627
C  -3.998  -4.410  -0.372
C  -4.481  -4.743  -1.757
O  -3.791  -5.942  -2.041
C  -3.574  -6.566  -0.840
O  -3.262  -7.695  -0.715
O  -3.775  -5.698  0.195
F  -4.108  -3.787  -2.648
H  -3.060  -3.849  -0.383
H  -4.736  -3.855  0.206
H  -5.556  -4.910  -1.835
C  4.318  0.710  3.416
C  5.636  0.884  2.711
O  6.158  -0.437  2.695
C  5.084  -1.272  2.683
O  5.127  -2.423  2.399
O  3.950  -0.615  3.024
F  6.471  1.683  3.415
H  4.418  0.757  4.502
H  3.570  1.433  3.099
H  5.556  1.251  1.690
C  -5.413  7.913  5.017
C  -5.808  6.497  5.348
O  -7.202  6.603  5.547
C  -7.635  7.641  4.772
O  -8.762  7.846  4.489
O  -6.585  8.406  4.355
F  -5.224  6.070  6.495
H  -5.220  8.508  5.910
H  -4.545  7.968  4.363
H  -5.610  5.775  4.553
C  6.121  -5.087  0.751
C  5.489  -5.349  -0.591
O  6.011  -6.617  -0.937
C  6.254  -7.272  0.240
O  6.439  -8.438  0.323
O  6.242  -6.412  1.283
F  5.887  -4.438  -1.520
H  7.111  -4.638  0.661
H  5.505  -4.461  1.389
H  4.398  -5.397  -0.578
C  5.699  -8.973  -3.042
C  4.273  -9.336  -2.723
O  3.763  -9.719  -3.990
C  4.820  -10.203  -4.704
O  4.724  -10.845  -5.695
O  5.994  -9.859  -4.128
F  3.570  -8.265  -2.269
H  5.799  -7.940  -3.377
H  6.372  -9.140  -2.205
H  4.162  -10.164  -2.021
C  -9.412  0.578  -1.744
C  -8.091  0.885  -2.404
O  -7.397  -0.338  -2.296
C  -8.346  -1.330  -2.284
O  -8.115  -2.473  -2.460
O  -9.576  -0.810  -2.046
F  -7.387  1.841  -1.720
H  -9.372  0.712  -0.661
H  -10.232  1.169  -2.143
H  -8.165  1.174  -3.453
C  7.548  -10.538  -7.202
C  7.618  -9.041  -7.379
O  8.879  -8.859  -7.994
C  9.138  -10.000  -8.706
O  9.968  -10.092  -9.542
O  8.306  -11.001  -8.328
F  7.613  -8.388  -6.186
H  8.027  -10.868  -6.280
H  6.532  -10.917  -7.227
H  6.837  -8.625  -8.018
C  -7.120  7.907  1.379
C  -6.578  6.557  0.984
O  -6.956  6.448  -0.377
C  -7.005  7.738  -0.859
O  -7.026  8.015  -2.005
O  -7.019  8.635  0.154
F  -7.175  5.553  1.687
H  -8.165  7.856  1.691
H  -6.542  8.385  2.165
H  -5.491  6.467  1.071
C  3.196  -1.217  -1.654
C  2.609  -0.748  -0.346
O  1.384  -0.159  -0.751
C  0.995  -0.819  -1.887
O  -0.099  -0.770  -2.336
O  2.019  -1.529  -2.408
F  3.372  0.207  0.244
H  3.757  -0.430  -2.160
H  3.834  -2.091  -1.543
H  2.412  -1.545  0.373

[2]
Formula: C40H40CaF10GeN3O3
Source: OMol25
Level of theory: ωB97M-V/def2-TZVPD

As for the HOMO-LUMO gap (alpha / beta): 0.26153 / 0.18377 Eh. Its expectation value of S² is 0.75. The spin multiplicity is 2. For the total energy, the calculation gives -154866.8491 eV. The charge is 0. The energy above the lowest of the compared OMol25 structures with the same formula, charge and spin is 39.0 kcal/mol.

Cartesian coordinates (Å):
Ca  11.241  9.864  13.259
C  10.678  7.748  15.790
N  10.315  9.090  15.349
C  8.930  9.098  14.836
C  8.612  8.121  13.741
N  9.477  8.399  12.605
C  9.267  7.654  11.523
C  9.807  8.032  10.291
F  10.527  9.198  10.280
C  9.694  7.370  9.074
F  10.338  7.803  7.990
C  8.984  6.146  9.081
F  8.892  5.307  7.995
C  8.446  5.711  10.273
F  7.830  4.505  10.333
C  8.547  6.455  11.465
F  7.836  5.940  12.453
C  10.525  10.014  16.479
C  10.287  11.452  16.159
N  10.846  11.729  14.848
C  11.160  12.982  14.473
C  11.866  13.145  13.208
F  12.167  12.042  12.441
C  12.320  14.332  12.685
F  13.247  14.337  11.717
C  12.018  15.496  13.366
F  12.645  16.667  13.044
C  11.410  15.381  14.642
F  11.141  16.536  15.230
C  11.046  14.183  15.173
F  10.267  14.228  16.298
H  9.912  7.328  16.446
H  11.590  7.789  16.401
H  10.798  7.169  14.856
H  8.763  10.090  14.446
H  8.229  9.031  15.704
H  7.521  8.221  13.563
H  8.769  7.116  14.175
H  11.545  9.842  16.759
H  9.953  9.585  17.338
H  10.651  12.005  17.024
H  9.230  11.683  16.041
C  12.587  6.745  12.238
O  12.776  7.880  13.083
C  14.116  8.025  13.561
C  14.227  9.134  14.550
O  13.675  10.328  14.009
C  14.219  11.531  14.617
H  13.211  5.875  12.463
H  12.793  6.958  11.165
H  11.543  6.497  12.358
H  14.678  8.199  12.638
H  14.440  7.096  14.090
H  15.260  9.227  14.717
H  13.681  8.795  15.435
H  15.300  11.554  14.372
H  14.136  11.583  15.706
H  13.772  12.414  14.198
C  9.213  11.819  11.058
O  9.237  11.127  12.358
H  8.176  11.998  10.812
H  9.701  11.183  10.366
H  9.732  12.820  11.275
H  9.028  10.228  12.259
C  14.961  5.445  8.707
C  14.090  6.236  8.026
C  13.861  7.591  8.385
C  14.547  8.201  9.392
C  15.532  7.430  10.032
C  15.655  6.047  9.788
Ge  14.064  10.009  10.096
C  15.654  10.836  10.910
C  16.876  10.489  10.445
C  18.009  11.281  10.758
C  17.909  12.412  11.525
C  16.635  12.838  11.846
C  15.536  12.073  11.578
C  13.978  11.247  8.413
C  13.104  12.349  8.458
C  13.166  13.288  7.412
C  13.923  13.104  6.219
C  14.705  11.930  6.219
C  14.678  11.015  7.223
H  15.141  4.394  8.447
H  13.522  5.892  7.211
H  13.152  8.131  7.871
H  16.025  7.950  10.843
H  16.248  5.413  10.478
H  17.107  9.538  9.967
H  18.988  10.885  10.458
H  18.760  12.874  11.992
H  16.468  13.782  12.476
H  14.524  12.366  11.908
H  12.579  12.550  9.411
H  12.538  14.136  7.633
H  13.990  13.820  5.432
H  15.372  11.763  5.347
H  15.311  10.141  7.221

[3]
Formula: C40H40ClO17P
Source: OMol25
Level of theory: ωB97M-V/def2-TZVPD

As for the HOMO-LUMO gap: 0.28865 Eh. The spin multiplicity is 1. For the total energy, the calculation gives -98737.5183 eV. The charge is 0. The energy above the lowest of the compared OMol25 structures with the same formula, charge and spin is 25.0 kcal/mol.

Cartesian coordinates (Å):
C  0.111  3.538  -1.032
O  -1.191  2.911  -0.985
C  -1.553  2.463  -2.343
C  -1.879  0.895  -2.252
C  -0.797  -0.069  -2.933
C  0.537  -0.305  -2.081
O  0.458  -1.385  -1.103
P  0.246  -0.831  0.481
O  0.769  -1.962  1.405
O  -1.431  -0.618  0.940
Cl  -1.383  0.772  1.945
O  1.137  0.554  0.886
C  2.382  0.230  1.576
C  3.129  1.655  1.814
C  3.282  2.521  0.474
C  4.795  2.602  -0.091
O  4.936  2.187  -1.476
C  4.291  3.100  -2.355
O  4.836  4.124  -2.839
H  0.513  3.767  0.017
H  0.844  2.850  -1.580
H  0.071  4.514  -1.655
H  -2.560  2.990  -2.559
H  -0.768  2.749  -3.116
H  -2.864  0.736  -2.837
H  -2.122  0.661  -1.163
H  -0.467  0.451  -3.909
H  -1.286  -1.056  -3.279
H  0.869  0.703  -1.665
H  1.354  -0.618  -2.838
H  3.022  -0.439  0.912
H  2.167  -0.189  2.611
H  4.102  1.485  2.384
H  2.443  2.257  2.522
H  2.588  2.213  -0.376
H  2.991  3.603  0.750
H  5.420  1.888  0.544
H  5.210  3.667  0.082
H  3.197  2.884  -2.629
C  5.487  0.370  -7.655
C  4.368  0.462  -6.934
C  4.387  0.993  -5.555
O  3.366  1.077  -4.895
C  5.692  1.418  -5.006
C  6.810  1.326  -5.726
C  6.792  0.795  -7.105
O  7.811  0.712  -7.764
H  5.492  -0.017  -8.666
H  3.404  0.156  -7.322
H  5.686  1.805  -3.995
H  7.774  1.632  -5.338
C  0.410  -1.555  6.513
C  0.561  -0.699  5.500
C  1.166  0.634  5.706
O  1.302  1.415  4.781
C  1.599  0.984  7.075
C  1.448  0.130  8.088
C  0.843  -1.204  7.885
O  0.710  -1.981  8.812
H  -0.031  -2.532  6.379
H  0.251  -0.939  4.490
H  2.040  1.964  7.206
H  1.759  0.372  9.097
C  -4.007  -5.790  -0.578
C  -3.856  -4.947  -1.600
C  -3.244  -3.614  -1.410
O  -3.108  -2.843  -2.343
C  -2.805  -3.254  -0.046
C  -2.956  -4.097  0.976
C  -3.567  -5.429  0.787
O  -3.704  -6.200  1.719
H  -4.453  -6.769  -0.698
H  -4.171  -5.196  -2.605
H  -2.357  -2.275  0.075
H  -2.640  -3.848  1.982
C  -4.837  1.862  -7.079
C  -3.966  1.313  -6.230
C  -2.703  1.997  -5.880
O  -1.907  1.495  -5.107
C  -2.443  3.311  -6.504
C  -3.313  3.860  -7.353
C  -4.576  3.177  -7.703
O  -5.371  3.677  -8.475
H  -5.766  1.376  -7.347
H  -4.142  0.352  -5.763
H  -1.513  3.797  -6.236
H  -3.137  4.821  -7.819
C  -3.581  -3.967  7.616
C  -4.709  -3.895  8.323
C  -4.712  -3.390  9.713
O  -5.741  -3.326  10.359
C  -3.417  -2.965  10.286
C  -2.289  -3.036  9.579
C  -2.286  -3.542  8.190
O  -1.257  -3.605  7.543
H  -3.559  -4.335  6.598
H  -5.665  -4.202  7.918
H  -3.439  -2.597  11.304
H  -1.332  -2.730  9.984

[4]
Formula: C40H40NOPbSi
Source: OMol25
Level of theory: ωB97M-V/def2-TZVPD

As for the HOMO-LUMO gap (alpha / beta): 0.17797 / 0.17800 Eh. The spin multiplicity is 1. For the total energy, the calculation gives -58783.0181 eV. The charge is +1. The energy above the lowest of the compared OMol25 structures with the same formula, charge and spin is 13.6 kcal/mol.

Cartesian coordinates (Å):
C  2.010  0.088  1.559
C  2.429  -0.482  0.325
C  2.302  0.500  -0.689
H  2.804  -1.500  0.196
C  1.834  1.719  -0.090
C  1.670  1.457  1.326
H  1.557  2.665  -0.590
C  -1.244  -1.693  1.519
C  -0.156  -2.343  0.880
C  -0.427  -2.418  -0.488
H  0.722  -2.715  1.384
C  -1.667  -1.741  -0.737
C  -2.180  -1.262  0.541
H  2.614  0.406  -1.720
H  1.211  2.158  2.024
H  1.913  -0.437  2.506
H  -3.074  -0.599  0.640
H  0.167  -2.857  -1.296
H  -1.287  -1.398  2.553
Pb  -0.473  0.570  0.271
C  -2.394  -1.517  -2.050
C  -3.802  -2.134  -1.900
C  -1.642  -2.201  -3.221
H  -3.701  -3.130  -1.440
H  -4.302  -2.242  -2.881
H  -4.430  -1.506  -1.245
H  -1.697  -3.291  -3.067
H  -0.587  -1.891  -3.254
H  -2.120  -1.952  -4.188
C  -2.571  0.018  -2.403
C  -1.262  0.733  -2.873
H  -3.067  0.553  -1.546
H  -3.283  0.120  -3.265
O  -0.183  0.667  -2.254
N  -1.342  1.526  -3.963
C  -0.251  2.545  -4.069
H  -1.906  1.250  -4.745
C  1.156  1.993  -4.361
C  2.306  2.653  -3.882
H  2.145  3.543  -3.255
C  3.578  2.156  -4.194
H  4.464  2.664  -3.809
C  3.700  1.013  -5.007
H  4.695  0.630  -5.264
C  2.551  0.374  -5.509
H  2.623  -0.513  -6.149
C  1.275  0.872  -5.195
H  0.355  0.403  -5.586
H  -0.205  3.175  -3.162
H  -0.580  3.145  -4.929
C  -1.708  5.772  3.744
C  -1.276  5.427  2.443
C  -1.142  4.076  2.081
C  -1.435  3.103  3.047
C  -1.887  3.434  4.340
C  -2.011  4.779  4.683
Si  -1.235  1.271  2.996
C  0.123  0.775  4.164
C  0.354  -0.546  4.559
C  1.353  -0.805  5.510
C  2.113  0.243  6.052
C  1.889  1.556  5.622
C  0.906  1.819  4.661
C  -2.888  0.528  3.394
C  -2.903  -0.151  4.616
C  -4.117  -0.669  5.074
C  -5.290  -0.499  4.328
C  -5.260  0.204  3.105
C  -4.048  0.727  2.634
H  -1.808  6.823  4.021
H  -1.046  6.200  1.718
H  -0.813  3.781  1.075
H  -2.109  2.633  5.062
H  -2.345  5.019  5.695
H  -0.247  -1.363  4.133
H  1.503  -1.833  5.823
H  2.886  0.038  6.806
H  2.451  2.397  6.017
H  0.724  2.850  4.328
H  -1.970  -0.255  5.183
H  -4.110  -1.205  6.021
H  -6.234  -0.912  4.696
H  -6.167  0.345  2.524
H  -4.011  1.293  1.690

Values of strongest force on any atom, in order: 3.253, 3.325, 6.383, 1.956, all in eV/Å.